1.
DFT (ωB97M-V/def2-TZVPD) results for 2 unconnected molecules or ions with the total composition C29H25F4N2O2.

## Properties
Calculated total energy, hartree: -1779.2099
Gap between HOMO and LUMO, eV: 4.636

```
! RIJCOSX wB97M-V def2-TZVPD def2/J DEFGRID3
* xyz 1 1
F -3.656 3.632 -2.790
C -3.255 2.319 -2.672
C -4.048 1.346 -3.277
C -3.598 0.031 -3.143
F -4.364 -0.975 -3.692
C -2.438 -0.305 -2.467
C -1.646 0.697 -1.851
C -0.387 0.298 -1.229
C 0.863 0.760 -1.789
C 1.939 -0.170 -1.847
C 3.038 0.103 -2.646
F 3.984 -0.880 -2.839
C 3.223 1.317 -3.303
C 2.209 2.260 -3.142
F 2.354 3.474 -3.777
C 1.052 2.026 -2.406
C -2.085 2.038 -1.968
H -4.954 1.591 -3.821
H -2.118 -1.346 -2.433
H -0.390 -0.782 -1.033
H 1.867 -1.123 -1.322
H 4.106 1.507 -3.904
H 0.289 2.796 -2.341
H -1.516 2.844 -1.507
C -3.431 -3.322 -0.642
C -2.910 -2.673 0.538
C -2.731 -3.065 1.837
C -2.159 -1.954 2.529
C -2.034 -0.934 1.601
C -1.440 0.403 1.649
N -1.341 0.894 3.018
C -2.486 1.219 3.839
C -0.100 0.677 3.559
O 0.239 0.883 4.718
C 0.767 0.133 2.426
C 2.145 0.788 2.448
C 3.183 0.148 1.567
C 4.092 0.973 0.897
C 5.080 0.421 0.089
C 5.185 -0.969 -0.034
C 4.294 -1.799 0.651
C 3.297 -1.245 1.463
N -0.032 0.406 1.244
O -2.478 -1.379 0.394
H -3.914 -4.257 -0.341
H -4.164 -2.697 -1.169
H -2.627 -3.578 -1.349
H -2.972 -4.034 2.264
H -1.888 -1.914 3.582
H -2.037 1.092 1.042
H -2.167 1.289 4.883
H -2.901 2.185 3.530
H -3.273 0.462 3.746
H 0.864 -0.962 2.586
H 2.030 1.847 2.179
H 2.481 0.748 3.498
H 4.001 2.056 1.014
H 5.767 1.074 -0.450
H 5.959 -1.403 -0.667
H 4.372 -2.883 0.559
H 2.615 -1.891 2.021
H 0.245 -0.193 0.480
*
```

***

2.
DFT (ωB97M-V/def2-TZVPD) results for 2 unconnected molecules or ions with the total composition C2I2S2.

## Properties
Structure (SMILES): S=C=C=S.II
Calculated total energy, hartree: -1467.9004
Gap between HOMO and LUMO (spin up / spin down), eV: 5.988 / 5.956

```
! RIJCOSX wB97M-V def2-TZVPD def2/J DEFGRID3
* xyz 0 1
C -1.484 -0.562 0.085
C -1.555 0.715 -0.021
S -1.479 -2.123 0.191
S -1.559 2.298 -0.191
I 2.094 -1.072 -0.142
I 3.984 0.743 0.077
*
```

***

3.
DFT (ωB97M-V/def2-TZVPD) results for a molecular structure, C17H17NPd.

## Properties
Calculated total energy, hartree: -840.2693
Gap between HOMO and LUMO (spin up / spin down), eV: 7.034 / 5.856

```
! RIJCOSX wB97M-V def2-TZVPD def2/J DEFGRID3
* xyz 0 5
C 1.638 -3.191 0.035
C 0.436 -3.843 -0.273
C -0.564 -3.403 0.623
C 0.047 -2.520 1.529
C 1.409 -2.352 1.135
Pd -0.096 -1.119 -0.251
N 1.494 -0.405 -1.211
C 0.455 -0.926 -2.637
C -0.367 -2.133 -2.326
H -1.627 -3.678 0.690
H 0.271 -4.582 -1.068
H -0.487 -2.118 2.405
H 2.160 -1.781 1.705
H 2.627 -3.376 -0.416
H 0.029 -3.075 -2.740
H 1.302 -1.164 -3.314
H 2.288 0.268 -1.135
H -1.464 -2.096 -2.452
H -0.170 -0.112 -3.111
C -1.250 4.163 -0.816
C -1.250 2.995 -1.614
C -0.913 1.753 -1.048
C -0.529 1.663 0.312
C -0.082 0.489 0.943
C 0.316 0.443 2.252
C 0.188 1.605 3.101
C -0.209 2.797 2.501
C -0.524 2.872 1.116
C -0.895 4.116 0.528
H -1.523 5.146 -1.229
H -1.507 3.071 -2.668
H -0.912 0.858 -1.685
H 0.604 -0.549 2.637
H 0.309 1.478 4.197
H -0.308 3.723 3.085
H -0.895 4.983 1.199
*
```

***

4.
DFT (ωB97M-V/def2-TZVPD) results for a molecular structure, C34H17F15GeKN4O2S2.

## Properties
Calculated total energy, hartree: -6646.6967
Gap between HOMO and LUMO, eV: 6.825

```
! RIJCOSX wB97M-V def2-TZVPD def2/J DEFGRID3
* xyz -1 1
K -0.834 -1.757 -0.296
C -1.619 -0.411 -4.893
C -1.676 -1.504 -3.866
N -2.445 -1.503 -2.851
N -3.218 -0.386 -2.666
C -3.945 -0.287 -1.493
N -4.112 1.008 -1.120
S -4.606 -1.573 -0.692
C -0.754 -2.676 -3.958
C -0.543 -3.348 -5.157
C 0.294 -4.450 -5.165
C 0.905 -4.840 -3.985
C 0.652 -4.100 -2.840
N -0.153 -3.040 -2.824
H -1.124 0.468 -4.467
H -2.626 -0.118 -5.199
H -1.050 -0.719 -5.767
H -2.815 0.490 -2.983
H -3.296 1.605 -1.265
H -4.553 1.103 -0.219
H -1.047 -3.026 -6.059
H 0.462 -5.001 -6.082
H 1.567 -5.695 -3.948
H 1.107 -4.359 -1.890
C -0.593 -5.794 1.883
C -0.224 -4.326 1.736
O -0.212 -3.868 0.592
C 0.120 -3.566 2.929
C 0.406 -4.268 4.121
C 0.855 -3.653 5.260
C 1.051 -2.255 5.231
C 0.761 -1.528 4.114
C 0.227 -2.122 2.912
O -0.130 -1.387 1.945
H -0.971 -6.139 0.923
H -1.348 -5.943 2.654
H 0.284 -6.388 2.150
H 0.295 -5.346 4.133
H 1.074 -4.227 6.150
H 1.440 -1.751 6.109
H 0.923 -0.459 4.087
F -1.503 4.671 1.357
C -0.824 5.174 0.311
C 0.008 4.374 -0.447
C 0.633 4.993 -1.520
F 1.462 4.300 -2.312
C 0.462 6.330 -1.817
F 1.094 6.897 -2.851
C -0.372 7.097 -1.025
F -0.552 8.393 -1.295
C -1.020 6.517 0.046
F -1.829 7.260 0.811
Ge 0.248 2.407 -0.204
S -0.725 1.403 -1.791
C 2.209 2.047 -0.150
C 3.204 3.006 -0.045
F 2.914 4.305 0.120
C 4.550 2.697 -0.100
F 5.478 3.656 -0.001
C 4.944 1.384 -0.263
F 6.242 1.073 -0.317
C 3.988 0.396 -0.366
F 4.365 -0.877 -0.522
C 2.649 0.740 -0.304
F 1.779 -0.276 -0.386
C -0.312 2.013 1.652
C 0.366 2.620 2.698
F 1.359 3.495 2.442
C 0.052 2.404 4.023
F 0.729 3.016 5.005
C -0.991 1.552 4.336
F -1.307 1.330 5.613
C -1.695 0.930 3.328
F -2.696 0.105 3.632
C -1.348 1.164 2.009
F -2.095 0.546 1.086
*
```